# 1
Molecular formula: CH22F3O14S
Method: DFT, ωB97M-V/def2-TZVPD

Calculated values
Total energy: -1802.490867 Eh
HOMO energy: -5.8 eV
ΔE to the lowest compared entry with this formula, charge and spin: 2.738 eV
Lowest unoccupied orbital energy: 2.1 eV

```
! wB97M-V def2-TZVPD RIJCOSX def2/J DEFGRID3
* xyz -1 1
S -4.788 -3.940 2.714
F -3.285 -1.834 3.286
F -5.337 -1.682 4.202
F -4.996 -1.370 2.061
O -9.422 2.600 8.525
O -4.598 5.192 1.030
O -6.932 -8.243 7.468
O -1.345 -8.278 7.046
O -4.814 -4.510 4.080
O -7.302 -7.634 -2.026
O 1.156 -5.447 0.013
O -5.962 -4.169 1.928
O -10.189 -2.702 5.499
O -2.453 -8.855 -0.735
O -0.345 3.080 3.541
O -2.056 -1.775 9.155
O -10.106 -0.245 0.816
O -3.470 -4.262 2.117
C -4.615 -2.021 3.092
H 0.435 -5.115 0.547
H -9.374 -3.204 5.528
H -6.473 -7.586 6.944
H -0.649 3.801 2.991
H 1.221 -4.829 -0.715
H -9.488 3.508 8.819
H -2.590 -8.371 -1.549
H -2.127 -8.101 6.523
H -7.531 -7.038 -1.313
H -4.869 4.327 1.338
H -10.508 0.579 0.541
H -10.113 -2.166 4.710
H -2.484 -2.410 8.582
H -6.351 -7.725 -1.968
H -1.602 -8.995 7.626
H -2.225 -8.183 -0.092
H -4.813 5.192 0.097
H -0.118 2.385 2.923
H -1.502 -1.258 8.569
H -8.502 2.371 8.656
H -9.870 -0.682 -0.002
H -6.895 -7.905 8.363
*
```

# 2
Molecular formula: C20H16LiNO3
Method: DFT, ωB97M-V/def2-TZVPD

Calculated values
Total energy: -1059.755115 Eh
HOMO energy: 1.5 eV
ΔE to the lowest compared entry with this formula, charge and spin: 0.000 eV
Lowest unoccupied orbital energy: 4.5 eV

```
! wB97M-V def2-TZVPD RIJCOSX def2/J DEFGRID3
* xyz -2 1
O 1.548 0.851 -1.955
O 0.838 0.011 0.343
O 1.795 2.991 -1.261
N -0.293 -2.271 -1.820
C -0.988 3.242 0.347
C 0.792 1.436 0.230
C 1.465 1.801 -1.147
C -2.968 1.447 -0.379
C -1.813 -4.115 -2.382
C 0.204 -5.954 -1.897
C -3.295 2.774 -0.150
C 1.541 2.014 1.428
C 0.899 2.159 2.650
C -0.659 1.904 0.142
C -2.297 3.675 0.208
C -2.034 -5.459 -2.567
C 1.588 2.569 3.787
C 3.598 2.699 2.491
C -0.519 -3.529 -1.952
C 0.462 -4.617 -1.700
C 2.945 2.844 3.706
C 2.906 2.289 1.361
C -1.656 1.007 -0.237
C -1.044 -6.438 -2.340
Li 0.721 -0.818 -1.466
H -3.727 0.739 -0.688
H -2.613 -3.401 -2.571
H -4.318 3.113 -0.267
H 3.490 3.168 4.586
H -0.202 3.945 0.594
H -2.537 4.720 0.368
H 3.415 2.194 0.412
H 1.064 2.675 4.729
H -3.022 -5.781 -2.901
H 4.658 2.912 2.419
H 1.443 -4.295 -1.354
H 0.423 -0.259 1.169
H -1.417 -0.031 -0.460
H -0.164 1.957 2.715
H 1.002 -6.671 -1.694
H -1.231 -7.495 -2.496
*
```

# 3
Molecular formula: C18H21BBr2F3O9P
Method: DFT, ωB97M-V/def2-TZVPD

Calculated values
Total energy: -7189.538975 Eh
HOMO energy: -7.8 eV
SMILES: O=C(CB(CC[C@](F)(Br)C(F)(F)Br)P(O)O)c1ccccc1.O=C1OCCO1.O=C1OCCO1
Lowest unoccupied orbital energy: 0.2 eV

```
! wB97M-V def2-TZVPD RIJCOSX def2/J DEFGRID3
* xyz 0 1
Br 4.142 -2.252 3.590
Br 2.189 0.575 3.090
P 0.498 1.187 -1.015
F 0.258 -1.026 4.010
F 2.344 -1.523 5.459
F 1.776 -3.274 4.305
O 3.234 3.471 3.102
O 1.550 3.605 4.592
O 1.796 5.204 3.073
O 1.514 0.377 -1.989
O -3.333 -0.854 1.465
O 0.015 0.610 -5.458
O -1.673 0.047 -6.777
O -0.828 1.222 -2.017
O -1.346 -1.075 -4.847
C 1.424 -1.190 3.296
C -1.363 -3.288 -1.976
C -2.282 -0.951 0.935
C -1.215 0.104 1.166
C -2.060 -3.421 0.763
C -1.392 -4.532 -1.308
C 0.643 4.644 4.975
C 2.322 -2.040 4.221
C -1.748 -4.600 0.053
C 2.287 4.035 3.546
C -1.976 -2.158 0.116
C 0.224 1.340 -6.672
C -1.154 1.272 -7.308
C -1.041 -0.230 -5.619
C 1.118 -1.911 1.984
C 0.531 5.451 3.694
C 1.251 -1.113 0.688
C -1.634 -2.088 -1.261
B 0.140 -0.060 0.364
H 2.246 -0.680 0.594
H 0.984 0.827 -7.262
H -2.349 -3.479 1.803
H 1.316 0.513 -2.924
H -0.296 4.212 5.308
H -1.688 1.064 0.943
H -1.025 0.120 2.240
H -0.259 5.083 3.037
H 0.557 2.349 -6.447
H -1.132 1.224 -8.393
H -1.594 -1.138 -1.775
H -1.116 -3.225 -3.025
H 0.086 -2.244 2.087
H -1.576 1.628 -1.564
H 1.715 -2.816 1.917
H -1.801 2.090 -6.991
H -1.799 -5.556 0.553
H 1.188 -1.824 -0.144
H 1.090 5.215 5.790
H -1.158 -5.440 -1.845
H 0.399 6.517 3.856
*
```

# 4
Molecular formula: C42H57BaBrN10O4SSi2
Method: DFT, ωB97M-V/def2-TZVPD

Calculated values
Total energy: -6059.966611 Eh
HOMO energy: 0.6 eV
ΔE to the lowest compared entry with this formula, charge and spin: 0.612 eV
Lowest unoccupied orbital energy: 3.7 eV

```
! wB97M-V def2-TZVPD RIJCOSX def2/J DEFGRID3
* xyz -2 1
Ba -0.375 -0.789 -0.996
Br 0.997 1.881 0.715
S -1.461 -1.691 2.862
Si -1.413 -1.699 -4.329
Si 2.051 3.134 2.240
O -2.536 0.967 -1.071
O -0.075 -1.323 3.054
O -1.850 -3.017 3.295
O 0.221 0.980 -2.168
N 0.512 -6.027 -1.119
N -4.133 -1.899 1.517
N -2.885 -2.047 -0.520
N -4.469 2.231 6.225
N 2.461 -5.040 -2.055
N 2.173 -7.324 -2.029
N 0.750 -3.659 -1.183
N -1.822 -1.371 1.361
N -1.092 -4.639 -0.232
N 2.062 -1.485 -2.009
C 1.013 3.211 3.864
C -5.234 -2.272 -0.581
C -2.985 -1.797 0.805
C 2.583 5.973 2.368
C -4.005 -2.232 -1.216
C -4.450 -4.425 -5.263
C -3.753 1.300 5.442
C 2.646 -0.329 -2.358
C -3.118 1.709 4.270
C -4.321 -5.387 -4.261
C -3.281 -5.234 -3.344
C 2.713 -2.637 -2.123
C 3.785 2.313 2.492
C 1.803 3.784 5.050
C 2.179 4.866 1.385
C 4.665 -1.528 -2.883
C -2.404 -4.170 -3.435
C 0.842 0.386 -7.091
C 4.795 3.279 3.129
C -5.218 -2.141 0.799
C -0.888 -0.823 -5.865
C 1.696 -6.078 -1.714
C -3.605 -3.331 -5.326
C 0.399 -0.253 -5.947
C 0.035 0.456 -8.226
C 3.672 1.077 3.397
C -2.443 0.792 3.483
C -1.239 -0.093 -8.171
C -3.715 -0.043 5.801
C 1.923 -3.853 -1.764
C -2.538 -3.143 -4.407
C -3.039 -0.962 5.009
C -0.231 4.088 3.650
C 0.849 5.266 0.724
C 0.077 -4.785 -0.870
C -2.398 -0.544 3.858
C 3.214 4.826 0.250
C 3.974 -0.331 -2.787
C 4.027 -2.717 -2.561
C -1.702 -0.691 -7.007
C 0.487 1.824 4.252
C 4.369 1.808 1.162
H -6.147 -2.231 1.361
H -4.224 -0.370 6.702
H 1.816 6.150 3.124
H 0.974 6.253 0.263
H -4.513 1.972 7.199
H 2.723 6.912 1.819
H 5.695 -1.541 -3.223
H 4.513 2.597 0.427
H 0.014 5.142 3.512
H 4.444 3.686 4.079
H 0.024 5.334 1.431
H -1.895 -0.030 -9.033
H 4.449 0.603 -3.064
H -1.531 -3.725 -0.257
H 4.641 0.564 3.414
H -4.119 3.172 6.131
H -2.110 1.507 -1.758
H -6.148 -2.437 -1.133
H -5.249 -4.514 -5.994
H 2.927 0.370 3.026
H 1.835 0.823 -7.104
H 1.049 -0.310 -5.082
H 1.752 -8.087 -1.529
H -3.156 2.753 3.976
H 2.220 4.773 4.849
H -4.998 -6.231 -4.205
H 3.420 1.334 4.426
H 3.161 -7.373 -2.208
H 3.733 1.048 0.707
H -1.955 1.103 2.566
H -2.720 -1.057 -6.979
H 1.885 0.522 -2.318
H -3.394 1.308 -0.817
H 2.987 4.035 -0.468
H 1.270 1.105 4.473
H 4.233 4.692 0.615
H 1.133 3.876 5.913
H -3.896 -2.366 -2.286
H -0.813 3.750 2.790
H 3.520 5.753 2.886
H -1.691 -5.444 -0.173
H 4.510 -3.679 -2.651
H -3.011 -2.012 5.268
H 2.621 3.126 5.348
H 5.034 4.116 2.471
H -3.128 -5.978 -2.566
H 3.182 5.780 -0.290
H 0.566 4.563 -0.059
H -3.790 -2.579 -6.083
H 0.390 0.942 -9.128
H -0.874 4.006 4.534
H 5.731 2.742 3.327
H -0.136 1.919 5.150
H -0.903 -1.322 -3.007
H -1.568 -4.119 -2.750
H 5.347 1.353 1.361
H -0.125 1.381 3.470
*
```

no.,frontier orbital gap (eV)
1,7.9
2,2.9
3,8.0
4,3.1